{"formula": "CH6ClIN2OP", "method": "ωB97M-V/def2-TZVPD", "symbols": ["C", "N", "N", "O", "P", "Cl", "I", "H", "H", "H", "H", "H", "H"], "coordinates": [[-1.4427, 1.2249, -0.1929], [0.3274, -0.7518, -1.3594], [-0.1581, -0.9021, 1.2355], [1.0456, 1.1398, 0.5259], [-0.0226, 0.1462, -0.0478], [1.1386, 2.1585, -2.0838], [-2.9046, 0.7833, -1.5945], [-1.4893, 2.1935, 0.1190], [0.8428, -1.6193, -1.2715], [0.8579, -0.3431, -2.1549], [0.1684, -0.3786, 2.0615], [-0.9238, -1.5528, 1.3068], [1.1108, 1.9474, 0.0774]], "forces_ev_per_a": [[-0.98, -2.87, -4.72], [0.67, 0.26, -0.87], [0.35, 1.76, -0.84], [-0.61, -3.15, 2.33], [2.23, -0.46, 0.62], [-1.17, -0.10, 0.30], [1.14, 0.35, 1.47], [-0.02, 2.52, 1.55], [-0.54, -0.49, 1.09], [-1.15, 0.82, 0.62], [-0.52, -0.92, -0.08], [0.01, -0.07, 0.30], [0.59, 2.34, -1.76]], "lowdin_charge": [-0.5283, -0.0707, -0.0037, -0.1856, 0.4291, -0.0049, 1.1307, -0.0224, 0.0929, 0.0425, 0.1008, 0.0868, -0.0671], "e_homo_ev": [-13.5, -13.5], "total_charge": 1, "gap_ev": [5.3, 5.3], "total_energy_ha": -1325.3773, "largest_force_ev_per_a": 5.6, "spin_multiplicity": 1, "relative_energy_kcal_mol": 73.7}